Record 1
The following is a DFT calculation (ωB97M-V with the def2-TZVPD basis set) of C24H41AsBNOP2Re as an isolated structure.

Structure (XYZ):
```
72
Properties=species:S:1:pos:R:3:forces:R:3
Re 1.415 0.272 -0.852 -0.609 0.745 0.160
H 4.473 0.531 -2.634 -0.102 -0.207 0.119
H 3.043 -0.849 -1.369 1.973 -1.090 -0.702
P 2.614 1.258 0.792 2.696 1.810 4.054
P 0.559 0.156 -2.941 -2.412 -0.768 -4.586
C -0.191 1.605 -3.769 0.427 0.405 0.379
H -0.631 1.282 -4.721 0.172 0.006 0.255
H -0.971 2.034 -3.131 0.186 -0.078 -0.168
H 0.580 2.361 -3.955 -0.204 -0.073 -0.024
C 1.546 -0.596 -4.302 0.424 0.132 0.402
H 1.833 -1.625 -4.051 -0.041 0.221 -0.061
H 0.922 -0.618 -5.203 0.095 0.054 0.231
H 2.452 -0.007 -4.481 -0.091 -0.141 -0.002
C -0.911 -0.972 -3.028 0.075 0.033 0.322
H -1.729 -0.593 -2.402 0.262 -0.106 -0.311
H -1.246 -1.017 -4.073 0.078 -0.034 0.252
H -0.642 -1.979 -2.689 -0.054 0.114 -0.107
C 4.308 1.909 0.565 -0.241 0.017 -0.455
H 4.674 2.276 1.531 -0.120 -0.121 -0.166
H 4.979 1.133 0.180 -0.124 0.157 -0.012
H 4.281 2.737 -0.150 0.104 -0.138 0.051
C 1.814 2.587 1.773 -0.341 0.123 -0.443
H 0.853 2.242 2.174 0.295 0.099 -0.118
H 2.478 2.858 2.602 -0.090 -0.061 -0.237
H 1.645 3.460 1.133 0.016 -0.049 0.194
C 2.910 0.091 2.198 -0.163 -0.322 -0.252
H 3.526 -0.760 1.885 -0.071 0.122 0.130
H 3.436 0.643 2.986 -0.029 -0.113 -0.186
H 1.959 -0.277 2.602 0.317 0.089 -0.172
H 4.318 -1.813 -0.784 -0.101 0.083 -0.148
H 3.545 -2.266 -2.169 0.083 0.240 0.154
H 5.049 -1.099 -3.605 -0.203 -0.153 0.350
H 5.983 -0.526 -1.902 -0.343 -0.227 0.092
B 4.934 -0.589 -2.510 0.992 1.067 -0.898
N 3.892 -1.458 -1.643 -1.315 -0.240 0.695
H 2.597 0.994 -1.750 0.560 0.420 -0.470
H 0.471 1.620 -0.648 0.418 -0.260 -0.226
O 0.217 -0.863 0.154 -2.595 -1.452 1.639
As -1.340 -0.481 0.850 0.968 0.814 -0.321
C -2.529 0.453 -0.338 -0.428 -0.076 0.040
C -2.312 1.791 -0.687 0.208 0.098 0.060
C -3.234 2.463 -1.492 0.116 -0.096 0.117
C -4.379 1.801 -1.941 0.057 -0.132 0.059
C -4.605 0.466 -1.593 0.140 -0.067 0.124
C -3.682 -0.211 -0.793 0.083 0.158 0.141
C -2.051 -2.197 1.253 1.161 -1.327 -0.774
C -3.265 -2.251 1.958 0.162 0.766 -0.078
C -3.834 -3.487 2.269 -0.128 -2.403 0.022
C -3.178 -4.667 1.889 -1.520 0.744 0.879
C -1.960 -4.609 1.203 -0.219 -1.440 0.192
C -1.390 -3.376 0.880 0.124 3.014 -0.057
C -1.063 0.441 2.497 -0.283 -0.007 0.341
C -1.650 1.694 2.714 -0.142 0.045 -0.057
C -1.519 2.313 3.958 0.108 -0.183 -0.036
C -0.816 1.672 4.986 -0.136 0.138 -0.267
C -0.247 0.415 4.773 0.166 -0.261 -0.093
C -0.372 -0.209 3.532 -0.149 -0.021 -0.064
H -1.414 2.310 -0.342 -0.362 -0.046 -0.087
H -3.054 3.509 -1.759 -0.101 -0.401 0.094
H -5.100 2.330 -2.561 0.147 -0.131 0.137
H -5.502 -0.054 -1.935 0.278 0.190 0.076
H -3.852 -1.252 -0.516 -0.084 0.180 -0.206
H -3.762 -1.326 2.252 0.026 -0.182 0.036
H -4.783 -3.523 2.803 0.228 -0.078 -0.104
H -3.622 -5.630 2.134 0.117 0.181 -0.060
H -1.447 -5.531 0.916 -0.202 0.231 0.085
H -0.442 -3.320 0.346 -0.227 -0.015 0.110
H -2.217 2.175 1.917 0.102 -0.029 0.276
H -1.975 3.289 4.122 0.132 -0.262 -0.014
H -0.724 2.155 5.957 -0.013 -0.129 -0.212
H 0.293 -0.093 5.577 -0.227 0.218 -0.284
H 0.044 -1.203 3.359 -0.022 0.207 0.191
```
Positions in Å, forces in eV/Å.

## Properties
<S²>: 6.037
Spin multiplicity: 5
Net charge: +3
Energy relative to the best compared isomer or geometry (same formula, charge and spin) (kJ/mol): 0.00

Record 2
The following is a DFT calculation (ωB97M-V with the def2-TZVPD basis set) of C11H13FIO2 as an isolated structure.

Structure (XYZ):
```
28
Properties=species:S:1:pos:R:3:forces:R:3
C -1.244 2.851 -1.726 0.203 0.069 -0.322
C -0.463 1.541 -1.627 -0.469 0.270 0.419
C 0.176 1.298 -0.230 -0.136 -0.033 -0.719
C -0.378 0.071 0.447 0.425 0.275 0.023
C 0.444 -0.988 0.801 -0.152 -0.392 0.056
C 1.944 -0.946 0.489 -0.705 -0.746 -0.592
C 2.273 -0.942 -1.007 0.698 -0.023 0.507
F 2.916 0.254 -1.366 -0.117 0.081 -0.285
C -0.145 -2.098 1.467 -0.805 0.443 -0.908
O 0.552 -3.233 1.878 0.785 1.136 -0.251
C -1.497 -2.046 1.777 -0.278 -0.401 0.563
C -2.323 -0.993 1.452 0.709 -0.338 -0.188
C -1.798 0.097 0.716 -0.521 0.374 0.013
O -2.534 1.057 0.338 0.215 0.180 0.011
H -0.578 3.700 -1.902 0.025 0.068 -0.013
H -1.943 2.784 -2.561 -0.032 0.190 -0.090
H -1.823 3.039 -0.828 -0.055 -0.180 0.139
H 0.293 1.520 -2.415 0.125 -0.114 -0.004
H -1.178 0.745 -1.817 0.056 -0.204 -0.062
H 0.000 2.181 0.387 -0.139 0.029 0.113
H 1.244 1.228 -0.392 0.115 0.014 0.319
H 2.418 -0.110 0.998 0.110 0.197 -0.160
H 2.422 -1.839 0.922 -0.199 0.720 -1.113
H 1.407 -1.108 -1.640 -0.134 0.253 -0.060
H 3.024 -1.706 -1.206 -0.074 -0.182 -0.151
H -1.916 -2.887 2.321 0.090 -0.077 0.080
H -3.362 -0.971 1.737 -0.157 -0.070 -0.034
I 2.070 -2.498 2.989 0.416 -1.542 2.709
```
Positions in Å, forces in eV/Å.

## Properties
Net charge: -1
Energy relative to the best compared isomer or geometry (same formula, charge and spin) (kJ/mol): 0.00

Record 3
The following is a DFT calculation (ωB97M-V with the def2-TZVPD basis set) of one molecule with the formula C6H10O.

Structure (XYZ):
```
17
Properties=species:S:1:pos:R:3:forces:R:3
C 2.200 0.252 0.377 0.218 0.152 -0.017
O 1.131 -0.504 0.916 -0.083 0.087 0.028
C 0.339 -1.055 -0.087 -0.052 -0.074 -0.216
C -1.142 -1.033 -0.066 -0.096 -0.240 0.113
C -1.717 0.276 0.462 -0.085 0.017 0.111
C -0.880 1.070 -0.569 0.021 0.141 -0.016
C -0.329 -0.240 -1.136 0.079 0.049 -0.250
H 3.013 0.238 1.107 -0.088 0.049 -0.106
H 1.889 1.291 0.196 0.142 -0.191 0.024
H 2.560 -0.166 -0.576 -0.043 0.004 0.257
H 0.731 -1.997 -0.489 0.005 0.201 0.153
H -1.701 -1.965 -0.097 0.086 0.182 -0.253
H -2.786 0.344 0.242 0.149 0.022 0.094
H -1.550 0.496 1.521 0.020 -0.063 -0.150
H -1.500 1.603 -1.296 0.072 -0.084 0.149
H -0.148 1.770 -0.155 -0.090 -0.123 -0.106
H -0.118 -0.404 -2.191 -0.255 -0.131 0.185
```
Positions in Å, forces in eV/Å.

## Properties
Energy relative to the best compared isomer or geometry (same formula, charge and spin) (kJ/mol): 186.05
SMILES string: CO[C@@H]1[C@@H]2CC[C@@H]21

Record 4
The following is a DFT calculation (ωB97M-V with the def2-TZVPD basis set) of a 2-piece molecular cluster, C3H6N2O overall.

Structure (XYZ):
```
12
Properties=species:S:1:pos:R:3:forces:R:3
C -0.774 1.230 0.825 0.022 0.264 0.552
C -1.132 0.056 1.425 1.047 -0.246 0.041
N -0.946 -0.908 0.465 -0.202 -0.183 0.086
C -0.622 -0.246 -0.672 -0.262 -0.860 -0.281
N -0.485 1.028 -0.498 -0.099 1.036 -0.285
H -0.584 2.192 1.273 -0.421 0.128 0.078
H -1.324 -0.244 2.440 0.036 0.202 0.043
H -0.490 -1.828 0.697 -0.713 -0.126 -0.031
H -0.645 -0.738 -1.626 0.506 -0.207 -0.185
H 2.836 0.425 -1.561 -0.245 0.120 0.180
H 1.683 -0.504 -1.116 0.014 0.227 0.110
O 2.484 -0.463 -1.652 0.316 -0.356 -0.308
```
Positions in Å, forces in eV/Å.

## Properties
<S²>: 0.751
Spin multiplicity: 2
Net charge: -1
Energy relative to the best compared isomer or geometry (same formula, charge and spin) (kJ/mol): 82.44

Record 5
The following is a DFT calculation (ωB97M-V with the def2-TZVPD basis set) of C35H48N8O3OsPS8Te as an isolated structure.

Structure (XYZ):
```
105
Properties=species:S:1:pos:R:3:forces:R:3
Os -0.171 0.778 0.777 -0.423 -0.405 -0.163
S -0.632 -5.744 3.795 0.003 0.021 0.015
C -0.506 -4.334 3.011 0.006 0.009 -0.070
S 0.993 -3.476 2.793 -0.077 -0.021 -0.077
C 0.339 -2.109 1.946 0.049 0.027 -0.020
C -1.034 -2.121 1.714 -0.029 0.068 -0.096
S -1.819 -0.871 0.898 0.156 0.038 -0.130
S -1.884 -3.516 2.295 0.018 -0.042 0.014
S 1.296 -0.836 1.388 -0.169 0.038 0.083
Te -0.840 1.397 3.291 0.078 -0.060 -0.020
C -2.952 1.133 3.437 0.020 0.053 0.012
C -3.574 2.341 3.749 -0.042 0.006 -0.014
C -4.951 2.410 3.913 -0.009 0.006 -0.010
C -5.722 1.267 3.774 -0.002 -0.014 -0.014
C -5.110 0.058 3.472 -0.021 0.017 -0.002
C -3.735 -0.011 3.301 0.070 -0.093 0.026
C -0.177 -0.231 4.481 0.001 -0.004 -0.025
C 1.184 -0.289 4.767 0.065 0.062 -0.018
C 1.676 -1.319 5.555 0.008 -0.008 0.031
C 0.818 -2.289 6.060 -0.006 0.010 0.041
C -0.537 -2.223 5.780 0.002 0.028 0.035
C -1.040 -1.193 4.991 -0.011 0.014 0.042
H -2.982 3.241 3.872 -0.001 -0.013 0.007
H -5.416 3.357 4.159 0.001 -0.016 -0.006
H -6.795 1.314 3.908 0.028 -0.002 -0.003
H -5.704 -0.841 3.371 0.005 0.008 0.005
H -3.288 -0.969 3.068 -0.072 0.093 0.051
H 1.862 0.464 4.383 -0.042 -0.054 0.021
H 2.735 -1.360 5.777 -0.019 0.002 -0.007
H 1.207 -3.092 6.673 -0.009 0.009 -0.015
H -1.213 -2.970 6.176 0.002 0.006 -0.007
H -2.102 -1.145 4.804 0.000 0.006 0.008
C -0.215 1.855 -4.188 0.005 -0.002 0.021
N -1.312 0.971 -3.826 0.034 -0.033 -0.044
C -2.311 0.862 -4.881 0.035 0.023 0.023
P -1.060 -0.141 -2.632 -0.177 0.014 -0.035
O -0.484 0.523 -1.412 0.271 0.171 0.104
N -0.006 -1.287 -3.150 -0.049 -0.017 -0.015
C -0.158 -1.898 -4.461 -0.011 0.014 -0.006
C 0.957 -1.941 -2.278 0.015 0.027 0.018
N -2.561 -0.822 -2.506 0.130 0.079 0.340
C -2.770 -2.237 -2.226 -0.015 0.033 -0.086
C -3.692 0.030 -2.134 0.080 -0.070 -0.091
H 0.286 1.501 -5.097 0.009 0.008 0.013
H 0.508 1.901 -3.379 0.027 0.020 0.051
H -0.600 2.858 -4.383 0.007 0.042 0.008
H -1.844 0.585 -5.833 -0.004 0.004 0.003
H -2.802 1.829 -5.020 -0.009 -0.002 -0.002
H -3.063 0.120 -4.634 0.012 -0.009 -0.023
H -0.919 -1.380 -5.044 0.033 -0.018 0.025
H -0.450 -2.949 -4.379 -0.011 -0.004 0.005
H 0.786 -1.852 -5.008 0.006 0.002 0.001
H 1.065 -1.376 -1.357 0.002 0.003 0.015
H 1.931 -1.981 -2.770 -0.004 0.001 -0.006
H 0.648 -2.965 -2.040 0.002 0.004 0.011
H -1.905 -2.822 -2.532 0.000 0.030 0.032
H -3.636 -2.583 -2.795 0.001 -0.036 -0.001
H -2.961 -2.420 -1.165 0.009 0.014 -0.015
H -3.499 1.063 -2.419 0.004 -0.024 0.044
H -3.886 -0.002 -1.060 0.002 -0.032 0.092
H -4.587 -0.315 -2.657 -0.010 0.016 -0.003
C 1.742 5.582 -1.342 0.012 0.006 -0.007
C 0.685 4.773 -2.079 -0.014 -0.015 -0.013
N 0.039 3.749 -1.265 0.051 -0.024 -0.007
C -0.897 3.968 -0.370 -0.062 0.017 0.042
S -1.659 2.672 0.509 0.020 -0.071 -0.009
N -1.350 5.210 -0.181 -0.089 0.044 0.043
C -2.357 5.610 0.805 0.054 0.000 -0.021
C -1.766 5.836 2.187 -0.017 0.019 -0.009
H 2.216 6.284 -2.030 -0.016 -0.018 0.012
H 2.510 4.922 -0.938 -0.019 0.007 -0.008
H 1.328 6.151 -0.510 0.000 -0.009 -0.021
H 1.149 4.242 -2.906 0.017 -0.050 -0.046
H -0.084 5.416 -2.518 0.009 -0.006 0.000
H 0.418 2.805 -1.351 0.089 -0.061 0.004
H -0.904 5.947 -0.702 -0.012 0.000 0.018
H -3.135 4.850 0.833 -0.008 -0.023 0.004
H -2.816 6.522 0.426 0.007 0.019 -0.004
H -1.324 4.915 2.570 0.001 -0.006 -0.002
H -2.544 6.159 2.880 0.017 -0.007 -0.011
H -0.995 6.609 2.160 -0.009 -0.014 0.004
N 3.978 8.103 1.264 -0.011 0.009 -0.068
C 3.664 6.778 1.459 -0.009 -0.082 0.050
C 4.577 5.769 1.127 -0.027 0.047 0.006
C 4.248 4.438 1.296 0.028 -0.070 -0.035
C 2.991 4.090 1.773 -0.037 -0.008 0.035
C 2.077 5.081 2.115 -0.059 -0.024 0.033
C 2.409 6.410 1.967 0.042 0.037 0.005
S 2.549 2.408 2.019 0.127 -0.021 -0.307
O 3.759 1.648 2.198 0.001 0.031 -0.059
O 1.599 2.402 3.107 0.012 0.061 0.058
N 1.754 1.924 0.670 0.094 -0.075 0.046
C 2.567 1.638 -0.431 -0.081 0.250 -0.210
S 4.208 1.030 -0.400 -0.049 -0.078 0.106
C 4.212 0.970 -2.114 0.060 -0.029 0.036
C 3.025 1.394 -2.595 -0.069 0.001 0.025
N 2.108 1.780 -1.649 -0.029 0.057 0.055
H 4.949 8.338 1.150 0.017 0.000 0.012
H 3.443 8.787 1.769 -0.007 0.015 0.026
H 5.560 6.038 0.757 -0.017 -0.001 0.005
H 4.975 3.667 1.079 -0.023 -0.008 -0.005
H 1.114 4.800 2.526 0.044 0.017 -0.022
H 1.703 7.182 2.254 0.021 -0.015 -0.007
H 5.083 0.648 -2.665 -0.037 0.033 0.030
H 2.766 1.460 -3.643 0.009 0.000 0.044
```
Positions in Å, forces in eV/Å.

## Properties
Net charge: +1
Energy relative to the best compared isomer or geometry (same formula, charge and spin) (kJ/mol): 0.00

Record 6
The following is a DFT calculation (ωB97M-V with the def2-TZVPD basis set) of a 10-piece molecular cluster, H21O10 overall.

Structure (XYZ):
```
31
Properties=species:S:1:pos:R:3:forces:R:3
O -0.113 2.482 -0.184 -1.691 5.719 5.810
H 0.074 1.878 -0.790 1.953 -3.410 -4.817
H 0.180 3.441 -0.227 -0.213 -2.318 -0.859
O -1.577 -0.939 -2.224 -2.704 -0.121 -1.923
H -0.843 -1.574 -2.311 0.198 -0.444 0.216
H -2.248 -1.139 -3.001 1.946 0.453 1.518
O -0.572 -1.582 0.544 0.083 -0.622 2.158
H -1.916 -0.935 0.365 -1.564 0.489 -0.615
H -0.453 -1.680 1.567 -0.165 0.537 -2.584
O -2.746 1.750 0.218 -1.654 3.591 2.538
H -3.316 2.423 0.802 1.312 -2.390 -2.046
H -1.859 2.073 0.500 0.029 -0.583 -0.840
O 3.005 2.011 0.684 0.402 0.018 -3.665
H 2.584 2.726 0.150 0.016 -0.103 1.318
H 3.236 1.512 -0.197 -0.403 0.405 2.590
O 0.704 -2.578 -2.066 1.440 -2.279 -1.625
H 1.246 -3.098 -1.433 -0.516 0.684 0.663
H 0.933 -3.212 -2.841 -0.896 1.691 0.857
O -2.925 -0.745 -0.075 1.794 -0.932 -2.546
H -3.096 0.240 -0.239 0.677 -0.777 1.117
H -2.552 -1.039 -1.163 -0.016 0.591 2.342
O -1.333 0.079 2.391 -5.952 -6.275 2.679
H -0.803 0.764 2.384 4.158 5.700 0.479
H -1.840 -0.031 3.293 1.777 0.810 -2.636
O 2.917 -0.546 1.923 1.728 -0.536 0.619
H 2.253 0.132 1.899 -0.373 0.883 -0.122
O 2.320 -0.101 -0.863 1.105 0.764 1.562
H 1.926 -0.676 -1.513 0.291 -1.059 -0.199
H 0.148 -1.006 0.229 0.112 0.012 0.105
H 3.708 -0.133 2.357 -1.221 -0.419 -0.624
H 2.958 -0.496 -0.180 -1.654 -0.077 -1.471
```
Positions in Å, forces in eV/Å.

## Properties
<S²>: 0.751
Spin multiplicity: 2
Energy relative to the best compared isomer or geometry (same formula, charge and spin) (kJ/mol): 130.09